1.
An isolated molecule of C6H9N, computed with the ωB97M-V functional and the def2-TZVPD basis.

Last column: natural (NBO) charge in e.
CARTESIAN COORDINATES (ANGSTROEM)
C1 1.77847 -0.70994 0.42883  -0.0997
C2 1.73449 0.65570 -1.64464  0.3075
C3 -0.56368 0.06009 0.50333  -0.2663
C4 0.61834 -0.63430 1.08508  -0.1384
C5 -1.14830 -0.80759 -0.78671  -0.6104
C6 -0.44084 1.45217 0.06806  -0.6383
N1 1.87169 -0.08415 -0.74367  -0.5407
H1 2.61198 -1.29596 0.88346  0.2296
H2 0.23986 -1.25200 2.01261  0.2313
H3 -1.44733 -0.06455 1.33383  0.2039
H4 -1.24210 -1.89019 -0.46744  0.2085
H5 -2.13322 -0.28572 -1.01932  0.2239
H6 -0.25900 -0.80084 -1.45302  0.2216
H7 -0.04605 1.71567 -0.90871  0.2382
H8 -1.52829 1.80984 -0.17141  0.2105
H9 -0.04603 2.13177 0.87971  0.2191

The relative energy (zero: lowest compared OMol25 entry of this formula, charge and spin) comes out at 81.8 kcal/mol. The electronic energy is -288.651647 a.u. As for the HOMO-LUMO gap: 10.1 eV. The value obtained for the HOMO energy is -9.4843 eV. As for the charge: 0. As for the spin multiplicity: 1.



2.
An isolated molecule of C6H8BrN, computed with the ωB97M-V functional and the def2-TZVPD basis.

Last column: natural (NBO) charge in e.
CARTESIAN COORDINATES (ANGSTROEM)
C1 -1.14734 -2.63629 -1.97611  0.2904
C2 0.17740 -0.13974 -0.22541  -0.0920
C3 -0.25825 1.12232 0.12280  -0.1108
C4 0.24166 -0.51850 -1.67658  -0.2504
C5 0.29922 -1.20721 0.64125  -0.4723
C6 -0.31626 1.83201 1.44173  -0.6589
N1 -0.42687 -1.73156 -1.97224  -0.5273
Br1 1.22879 -0.64064 2.22101  -0.0003
H1 0.98094 -2.00935 0.27218  0.2327
H2 -0.51749 1.69306 -0.77979  0.1933
H3 -0.23491 0.27629 -2.18734  0.2290
H4 1.33080 -0.61413 -1.89900  0.2259
H5 -0.60234 -1.79597 0.89898  0.2507
H6 0.68650 2.35564 1.44496  0.2372
H7 -0.52463 1.29835 2.28478  0.2311
H8 -0.91721 2.71571 1.38878  0.2215

The relative energy (zero: lowest compared OMol25 entry of this formula, charge and spin) comes out at 36.1 kcal/mol. The electronic energy is -2862.092683 a.u. As for the HOMO-LUMO gap: 10.0 eV. The value obtained for the HOMO energy is -9.3585 eV. As for the charge: 0. As for the spin multiplicity: 1.



3.
A cluster of 3 separate species, CH7N3O2 in total, computed with the ωB97M-V functional and the def2-TZVPD basis.

Last column: natural (NBO) charge in e.
CARTESIAN COORDINATES (ANGSTROEM)
C1 -1.57249 0.00196 -0.02310  -0.1022
N1 -0.99878 -1.18556 -0.11117  -0.6934
H1 -1.11018 -1.67146 -0.99430  0.3916
H2 0.06932 -1.11151 0.23857  0.4522
H3 -0.33584 0.90815 -0.71059  0.1779
H4 -2.42068 0.24517 -0.65506  0.2061
H5 -1.47574 0.52055 0.92409  0.2045
N2 1.57818 0.24272 1.47162  -0.5280
O1 1.32180 -0.30856 0.20616  -0.5732
N3 0.72373 0.78135 -1.25933  0.1616
O2 0.60943 -0.03371 -2.12752  -0.3475
H6 1.04770 1.11151 1.55915  0.3136
H7 2.56354 0.49940 1.48150  0.3367

The relative energy (zero: lowest compared OMol25 entry of this formula, charge and spin) comes out at 145.6 kcal/mol. The electronic energy is -356.795652 a.u. As for the HOMO-LUMO gap (spin up / spin down): 7.6 / 7.6 eV. The value obtained for the HOMO energy (spin up / spin down) is -8.0669 / -8.0670 eV. As for the charge: 0. As for the spin multiplicity: 1.



4.
A structure of composition C37H36BrN4O4PYb, computed with the ωB97M-V functional and the def2-TZVPD basis.

Last column: Mulliken charge in e.
CARTESIAN COORDINATES (ANGSTROEM)
Yb1 -0.28017 0.55613 -0.05846  -0.3835
C1 -1.45514 1.95580 3.90926  -0.6289
C2 -1.09504 3.25243 3.55516  -0.5986
C3 0.11195 3.49269 2.91637  -0.5323
C4 0.95521 2.42822 2.62665  -0.3206
C5 0.59798 1.13049 2.97462  -0.2461
C6 -0.60946 0.89597 3.62654  0.0013
H1 -2.39522 1.77482 4.41366  0.4339
H2 -1.75862 4.07557 3.78793  0.4186
H3 0.40439 4.50253 2.65663  0.4635
H4 1.92563 2.61150 2.18427  0.4872
H5 1.30060 0.31594 2.83444  0.4910
H6 -0.87980 -0.11440 3.90118  0.1972
O1 -2.54337 -0.13910 -0.76377  -0.5837
C7 -2.32686 -0.90002 0.19923  0.3409
O2 -1.65591 -0.46125 1.21324  -0.3808
C8 -2.49887 -2.37230 0.11810  0.6811
C9 -3.69923 -2.96134 -0.24186  -0.5467
C10 -3.77331 -4.34269 -0.34596  -0.7413
C11 -2.63855 -5.11237 -0.13060  -0.7032
C12 -1.42770 -4.51247 0.19122  -0.5588
C13 -1.34032 -3.13254 0.33585  -0.2160
P1 0.26082 -2.28605 0.72436  2.1209
C14 1.50031 -3.43951 0.05100  0.2063
C15 2.01455 -4.52406 0.76135  -0.4574
C16 2.93095 -5.38251 0.16949  -0.8007
C17 3.34005 -5.17018 -1.13980  -0.5636
C18 2.83362 -4.09529 -1.85811  -0.9297
C19 1.92440 -3.23406 -1.26280  -0.0925
C20 0.40997 -2.49384 2.53231  0.6502
C21 1.62534 -2.18601 3.14516  -0.4718
C22 1.76775 -2.25919 4.52154  -0.5682
C23 0.68825 -2.64203 5.30904  -0.6843
C24 -0.52498 -2.94871 4.71109  -0.5673
C25 -0.66483 -2.87133 3.32973  -1.0453
H7 -4.56607 -2.34172 -0.43187  0.5396
H8 -4.71076 -4.81743 -0.60378  0.4098
H9 -2.69314 -6.18917 -0.22309  0.4609
H10 -0.54770 -5.13023 0.32242  0.4212
H11 1.69681 -4.70561 1.78004  0.4765
H12 3.32120 -6.22023 0.73255  0.4451
H13 4.05457 -5.84108 -1.59842  0.4010
H14 3.15197 -3.92239 -2.87774  0.4676
H15 1.55081 -2.38636 -1.82345  0.3456
H16 2.48052 -1.89320 2.54410  0.4207
H17 2.71900 -2.02009 4.97891  0.4382
H18 0.79687 -2.69946 6.38416  0.3917
H19 -1.36822 -3.24890 5.31949  0.4136
H20 -1.61915 -3.10667 2.87499  0.3864
C26 2.27683 5.59052 -1.99811  -1.4353
C27 2.52656 4.17716 -1.54492  0.3604
C28 3.69957 3.48988 -1.84047  -0.5880
C29 3.88758 2.19490 -1.39422  -0.9796
C30 2.85576 1.62803 -0.67422  0.4935
Br1 3.02008 -0.12647 0.00723  0.0654
N1 1.71836 2.23139 -0.39526  0.4366
C31 1.57105 3.49266 -0.81527  -0.5170
H21 3.19156 6.05342 -2.36481  0.4115
H22 1.89462 6.20592 -1.18334  0.3674
H23 1.54516 5.62201 -2.80764  0.2782
H24 4.48043 3.97593 -2.41379  0.4253
H25 4.79329 1.64327 -1.59581  0.4896
H26 0.64234 3.97637 -0.53632  0.6218
C32 -0.66621 -1.11183 -3.21137  -1.6314
C33 0.14976 -0.27844 -2.25522  1.3515
O3 0.97773 0.49674 -2.76415  -0.8770
H27 -0.30473 -1.01802 -4.23958  0.4307
H28 -1.70699 -0.78103 -3.12686  0.3220
H29 -0.68101 -2.16556 -2.91471  0.2802
C34 -3.14134 4.26211 -3.86407  -0.9796
N2 -2.48601 3.55644 -2.78168  0.0390
C35 -2.89142 3.67392 -1.38389  -0.6611
C36 -1.86720 2.77295 -0.73488  0.0009
O4 -1.72541 2.46296 0.45174  -0.3725
N3 -1.03963 2.26191 -1.66065  0.9812
C37 -1.42934 2.73118 -2.85659  0.0985
N4 -0.77261 2.40766 -3.95991  -0.2521
H30 -4.19578 3.99179 -3.90836  0.3155
H31 -2.69013 3.99827 -4.81659  0.3261
H32 -3.04940 5.34044 -3.73532  0.3167
H33 -3.90215 3.30080 -1.21044  0.3629
H34 -2.82203 4.69886 -1.01495  0.3200
H35 -0.03166 1.70973 -3.86102  0.1303
H36 -1.11871 2.64580 -4.87093  0.1798

Its expectation value of S² is 0.751. The relative energy (zero: lowest compared OMol25 entry of this formula, charge and spin) comes out at 0.0 kcal/mol. The electronic energy is -6025.557243 a.u. As for the HOMO-LUMO gap (spin up / spin down): 7.5 / 7.4 eV. The value obtained for the HOMO energy (spin up / spin down) is -9.5531 / -9.5433 eV. As for the charge: +1. As for the spin multiplicity: 2.



5.
An isolated molecule of C4H5NO, computed with the ωB97M-V functional and the def2-TZVPD basis.

Last column: natural (NBO) charge in e.
CARTESIAN COORDINATES (ANGSTROEM)
N1 -1.50337 1.98978 -0.11471  -0.6334
C1 -1.06892 0.97140 0.40989  0.4685
C2 -0.55962 -0.02179 1.12204  -0.4756
C3 0.51361 -0.91860 0.68884  -0.2791
C4 1.07043 -0.85736 -0.51977  0.1070
O1 0.73495 0.14644 -1.38720  -0.6957
H1 -2.21396 1.87877 -0.83682  0.3783
H2 -1.08329 -0.24701 2.04562  0.2509
H3 0.83670 -1.70508 1.36470  0.2226
H4 1.72909 -1.62236 -0.92244  0.1716
H5 1.54439 0.38581 -1.85015  0.4848

The relative energy (zero: lowest compared OMol25 entry of this formula, charge and spin) comes out at 47.4 kcal/mol. The electronic energy is -285.339052 a.u. As for the HOMO-LUMO gap: 8.6 eV. As for the structure (SMILES): N=C=C/C=C\O. The value obtained for the HOMO energy is -7.8091 eV. As for the charge: 0. As for the spin multiplicity: 1.



6.
A cluster of 2 separate species, C2H9N2O in total, computed with the ωB97M-V functional and the def2-TZVPD basis.

Last column: natural (NBO) charge in e.
CARTESIAN COORDINATES (ANGSTROEM)
C1 0.26262 1.02822 -1.02063  0.0616
C2 -0.60648 -0.08960 -0.84403  -0.2340
N1 -0.53102 -0.92971 0.29235  -0.7039
N2 0.22407 1.88910 -2.15026  -0.7789
H1 1.12472 0.93923 -0.43667  0.2051
H2 -1.55228 -0.30889 -1.44603  0.2254
H3 0.32758 -1.54073 0.29124  0.4584
H4 -0.62163 -0.24206 1.03187  0.4695
H5 -1.34748 -1.72891 0.34893  0.4735
H6 -0.60745 2.23941 -2.73544  0.4285
H7 0.96948 2.43018 -2.32226  0.3907
H8 1.15912 -1.85765 3.10935  0.4982
H9 0.66565 -0.57881 3.27704  0.4864
O1 0.53308 -1.24978 2.60454  -0.9806

The relative energy (zero: lowest compared OMol25 entry of this formula, charge and spin) comes out at 75.9 kcal/mol. The electronic energy is -266.030744 a.u. As for the HOMO-LUMO gap: 9.2 eV. The value obtained for the HOMO energy is -12.6681 eV. As for the charge: +1. As for the spin multiplicity: 1.